41
Properties=species:S:1:pos:R:3:forces:R:3:lowdin_charge:R:1 method="wB97M-V/def2-TZVPD" homo_lumo_gap_ev=8.338 relative_energy_kj_mol=5.6 charge=+2 energy_ev=-74947.717 e_lumo_ev=-5.771
Tl 0.20943 1.60568 -3.53002 0.08 -0.13 -0.01 0.60
I -3.10209 1.32406 -4.01738 -0.06 -0.05 -0.12 0.85
C -2.62543 -0.44270 -5.11107 0.04 0.08 0.14 -1.09
I -1.08157 -1.59278 -4.20953 -0.04 -0.01 -0.05 0.73
H -2.29231 -0.14973 -6.09584 -0.01 0.01 -0.08 -0.02
H -3.51745 -1.05148 -5.15244 -0.04 -0.04 0.00 -0.02
C 1.99984 -0.62674 3.12493 0.06 0.14 -0.16 -0.09
N 1.46511 -1.80608 2.29081 -0.10 0.03 -0.07 -0.05
C 2.61248 -2.31459 1.39647 -0.02 0.20 -0.13 -0.09
N 3.11967 -1.25636 0.59161 -0.06 -0.03 -0.09 -0.13
C 3.59686 -0.14791 1.42528 -0.22 -0.04 0.01 -0.13
N 2.52301 0.38090 2.26948 -0.05 0.04 -0.02 -0.13
C 1.49214 1.09414 1.49003 0.08 -0.21 -0.02 -0.19
P 0.73658 -0.04715 0.26767 0.45 0.20 0.15 0.86
C 0.27077 -1.40285 1.46239 0.00 0.14 -0.11 -0.17
C 2.20094 -0.82562 -0.47935 0.02 0.02 0.23 -0.19
H 2.77581 -1.03308 3.77021 0.06 -0.06 -0.01 0.15
H 1.17953 -0.25727 3.73445 -0.10 0.01 0.00 0.15
H 1.18513 -2.56123 2.91982 -0.03 -0.02 0.05 0.19
H 2.21742 -3.13148 0.79655 -0.04 -0.01 -0.03 0.15
H 3.37854 -2.69074 2.06963 0.06 0.00 0.07 0.15
H 3.97869 0.64713 0.79010 0.02 0.02 -0.03 0.14
H 4.41064 -0.50433 2.05677 -0.03 -0.02 0.02 0.15
H 1.94063 1.93616 0.96266 0.05 0.04 0.01 0.11
H 0.72520 1.49655 2.15390 -0.02 0.04 0.04 0.12
H -0.10197 -2.27354 0.93262 0.01 -0.11 -0.07 0.08
H -0.51680 -1.04563 2.12329 -0.06 -0.03 0.10 0.11
H 2.70936 -0.12839 -1.14547 0.04 0.03 0.02 0.11
H 1.88679 -1.68388 -1.07284 0.01 -0.07 -0.06 0.12
Cl -2.47905 -1.51689 -0.28153 0.05 0.05 -0.01 0.72
C -2.66298 0.20951 -0.36510 0.21 0.12 -0.01 -0.61
C -3.93322 0.73919 -0.21176 -0.03 0.00 0.00 -0.10
C -4.12833 2.10843 -0.29854 -0.13 -0.03 0.05 -0.07
C -3.05719 2.94621 -0.55299 0.07 0.14 -0.08 -0.10
C -1.79743 2.39565 -0.69916 0.02 -0.21 -0.18 -0.64
Cl -0.46456 3.42952 -1.14264 -0.01 0.33 0.24 0.64
C -1.54142 1.02249 -0.60047 0.07 0.02 0.21 -0.46
N -0.23074 0.54105 -0.80134 -0.48 -0.48 0.00 -0.23
H -4.76840 0.07425 -0.03446 0.04 0.01 0.00 0.12
H -5.12121 2.52275 -0.17596 0.06 -0.03 -0.01 0.13
H -3.19237 4.01678 -0.65077 0.02 -0.07 0.03 0.12